No. 1
Molecular formula: C34H70Cl2FN9O9
Method: DFT, wB97M-V/def2-TZVPD

```
125
Properties=species:S:1:pos:R:3
C 0.19 -4.32 -5.73
C 0.34 -2.98 -4.99
O 0.99 -2.05 -5.44
N -0.29 -2.95 -3.83
C -0.38 -1.82 -2.90
H 1.13 -4.49 -6.24
H -0.69 -4.25 -6.37
H -0.03 -5.15 -5.06
H -1.00 -3.66 -3.74
H -1.46 -1.64 -2.83
H 0.16 -0.94 -3.22
H -0.02 -2.00 -1.88
C 2.34 -3.53 3.27
C 2.75 -3.41 1.81
O 2.04 -3.98 0.97
N 3.86 -2.74 1.49
C 4.37 -2.55 0.14
H 3.10 -3.18 3.96
H 2.15 -4.56 3.54
H 1.47 -2.89 3.41
H 4.51 -2.56 2.24
H 5.26 -3.18 0.11
H 4.61 -1.52 -0.13
H 3.65 -2.96 -0.57
C 1.56 -5.78 -2.27
C 0.11 -5.57 -1.88
O -0.79 -5.99 -2.58
N -0.11 -4.79 -0.81
C -1.42 -4.32 -0.37
H 1.83 -5.33 -3.22
H 1.92 -6.79 -2.08
H 2.19 -5.25 -1.54
H 0.72 -4.41 -0.38
H -1.52 -4.12 0.70
H -2.29 -4.89 -0.71
H -1.59 -3.36 -0.86
C 2.83 -1.06 -2.69
C 2.47 0.38 -3.08
O 2.71 1.32 -2.34
N 2.05 0.54 -4.34
C 1.66 1.84 -4.94
H 2.18 -1.43 -1.89
H 3.87 -1.09 -2.35
H 2.78 -1.77 -3.51
H 1.86 -0.27 -4.90
H 2.14 1.89 -5.92
H 2.07 2.68 -4.38
H 0.58 1.89 -5.04
C 1.27 7.33 -2.73
C 1.61 5.85 -2.48
O 2.68 5.39 -2.80
N 0.60 5.06 -2.01
C 0.68 3.59 -1.90
H 0.63 7.62 -1.89
H 0.81 7.36 -3.72
H 2.17 7.92 -2.66
H -0.29 5.48 -1.84
H 0.84 3.31 -0.86
H 1.50 3.16 -2.48
H -0.22 3.11 -2.28
C -4.69 -1.30 4.73
C -5.70 -2.27 4.18
O -6.01 -2.15 3.01
N -6.27 -3.19 5.00
C -7.35 -4.06 4.60
H -5.24 -0.39 4.97
H -3.91 -1.15 4.00
H -4.26 -1.77 5.62
H -5.86 -3.24 5.92
H -8.33 -3.59 4.62
H -7.31 -5.00 5.15
H -7.19 -4.27 3.54
C 2.66 4.66 4.52
C 2.20 3.45 3.71
O 1.57 2.54 4.22
N 2.41 3.45 2.36
C 2.10 2.32 1.50
H 2.11 4.64 5.46
H 2.41 5.60 4.03
H 3.73 4.61 4.74
H 2.98 4.20 2.01
H 2.56 2.48 0.53
H 1.07 1.97 1.51
H 2.66 1.47 1.89
C -0.96 4.92 -5.42
C -1.79 3.79 -4.88
O -1.98 2.80 -5.58
N -2.23 3.90 -3.63
C -3.13 2.95 -2.99
H -1.01 5.85 -4.86
H -1.42 5.14 -6.38
H 0.05 4.57 -5.66
H -2.17 4.78 -3.14
H -3.96 2.66 -3.63
H -3.56 3.46 -2.12
H -2.57 2.06 -2.68
C 2.94 -0.38 4.91
C 1.52 -0.84 5.20
O 1.29 -1.72 6.03
N 0.56 -0.10 4.66
C -0.84 -0.34 4.89
H 3.03 -0.06 3.87
H 3.68 -1.17 5.01
H 3.21 0.48 5.53
H 0.79 0.85 4.39
H -1.50 0.25 4.26
H -1.16 -0.17 5.92
H -1.06 -1.39 4.71
C -0.90 4.25 1.94
Cl -1.69 5.69 2.62
Cl -1.95 3.41 0.78
H 0.04 4.45 1.43
H -0.58 3.61 2.76
F 1.17 -0.87 0.56
C -0.17 -0.84 0.73
C -0.91 0.06 0.00
C -2.30 0.14 0.21
C -2.91 -0.70 1.10
C -2.17 -1.63 1.83
C -0.79 -1.67 1.63
H -0.47 0.75 -0.70
H -2.91 0.83 -0.35
H -3.91 -0.47 1.46
H -2.67 -2.27 2.54
H -0.13 -2.28 2.24
```

Output
Structure (SMILES): Fc1ccccc1.CNC(C)=O.CNC(C)=O.CNC(C)=O.CNC(C)=O.CNC(C)=O.CNC(C)=O.CNC(C)=O.CNC(C)=O.CNC(C)=O.ClCCl
Largest force on an atom, hartree/bohr: 0.049
LUMO level, eV: 0.140
Gap between HOMO and LUMO, eV: 9.27
Total charge: 0

Löwdin atomic charge list, values in e, 99 entries:
1. C 0.011
2. C -0.553
3. O 0.020
4. N 0.044
5. C -0.047
6. H 0.085
7. H 0.087
8. H 0.062
9. H 0.127
10. H 0.093
11. H 0.069
12. H 0.054
13. C 0.023
14. C -0.528
15. O 0.005
16. N 0.024
17. C -0.050
18. H 0.067
19. H 0.095
20. H 0.059
21. H 0.134
22. H 0.089
23. H 0.081
24. H 0.068
25. C 0.012
26. C -0.575
27. O 0.012
28. N 0.037
29. C -0.046
30. H 0.075
31. H 0.086
32. H 0.056
33. H 0.073
34. H 0.069
35. H 0.088
36. H 0.061
37. C 0.001
38. C -0.548
39. O 0.010
40. N 0.031
41. C -0.031
42. H 0.056
43. H 0.072
44. H 0.074
45. H 0.089
46. H 0.086
47. H 0.069
48. H 0.074
49. C 0.002
50. C -0.561
51. O 0.051
52. N 0.018
53. C -0.064
54. H 0.072
55. H 0.074
56. H 0.081
57. H 0.108
58. H 0.049
59. H 0.039
60. H 0.062
61. C 0.005
62. C -0.557
63. O 0.032
64. N -0.003
65. C -0.076
66. H 0.096
67. H 0.049
68. H 0.078
69. H 0.126
70. H 0.085
71. H 0.084
72. H 0.082
73. C 0.015
74. C -0.519
75. O 0.013
76. N 0.014
77. C -0.060
78. H 0.083
79. H 0.079
80. H 0.084
81. H 0.140
82. H 0.091
83. H 0.074
84. H 0.080
85. C 0.005
86. C -0.589
87. O 0.035
88. N 0.002
89. C -0.060
90. H 0.066
91. H 0.088
92. H 0.087
93. H 0.121
94. H 0.091
95. H 0.074
96. H 0.073
97. C -0.005
98. C -0.580
99. O 0.030

***

No. 2
Molecular formula: C34H71Cl17N2O5P2S
Method: DFT, wB97M-V/def2-TZVPD

```
132
Properties=species:S:1:pos:R:3
C -4.12 -4.49 -2.04
C -3.86 -3.76 -0.59
C -4.76 -2.42 -0.32
C -3.98 -1.00 -0.64
N -2.50 -1.01 -0.33
C -2.10 -0.07 0.78
P -2.95 -0.80 2.38
N -2.80 -2.61 2.27
O -4.64 -0.39 2.45
O -2.55 1.32 0.55
S -2.26 2.33 1.89
O -2.13 3.79 1.29
O -3.49 2.43 2.88
C -0.75 1.87 2.92
C 0.40 3.08 2.99
C 0.22 3.88 4.45
O 0.63 2.98 5.58
C -0.49 2.93 6.54
C -0.14 2.10 7.94
C -0.10 0.41 2.55
C -0.44 -0.10 0.99
C 0.37 0.96 0.05
C 0.26 0.75 -1.56
C 1.09 2.04 -2.24
Cl 2.94 1.73 -1.98
P 0.26 -1.91 0.95
C 2.13 -1.79 1.49
C 0.26 -2.66 -0.79
C 1.82 -3.08 -1.21
H -3.06 -4.86 -2.43
H -4.73 -5.49 -1.84
H -4.62 -3.81 -2.85
H -2.71 -3.63 -0.46
H -4.20 -4.56 0.24
H -5.17 -2.42 0.77
H -5.67 -2.47 -1.09
H -4.08 -0.84 -1.82
H -4.59 -0.14 -0.15
H -2.03 -0.80 -1.24
H -3.72 -3.05 2.52
H -2.15 -2.85 3.05
H -4.87 0.44 1.94
H -1.14 1.78 4.04
H 1.50 2.65 3.02
H 0.35 3.81 2.07
H 1.04 4.75 4.47
H -0.86 4.29 4.60
H -0.78 4.05 6.77
H -1.46 2.41 6.11
H -0.22 2.90 8.81
H 0.92 1.58 7.92
H -0.99 1.30 8.15
H -0.27 -0.43 3.35
H 1.08 0.57 2.53
H 1.52 0.85 0.34
H 0.12 2.10 0.27
H 0.83 -0.21 -1.98
H -0.84 0.86 -2.00
H 0.91 2.11 -3.40
H 0.85 3.02 -1.65
H 2.11 -1.35 2.57
H 2.52 -2.89 1.56
H 2.67 -1.12 0.70
H -0.32 -3.70 -0.72
H -0.28 -2.05 -1.62
H 2.49 -2.13 -1.33
H 1.71 -3.65 -2.25
H 2.23 -3.86 -0.44
Cl 3.10 3.05 -6.68
C 4.25 2.62 -5.39
C 5.57 3.35 -5.53
Cl 6.51 2.80 -6.94
H 4.39 1.53 -5.41
H 3.77 2.88 -4.44
H 6.19 3.17 -4.64
H 5.42 4.44 -5.62
Cl 4.93 6.82 -4.90
C 5.60 7.25 -3.30
C 6.66 6.26 -2.84
Cl 5.96 4.67 -2.44
H 4.77 7.32 -2.59
H 6.04 8.25 -3.41
H 7.14 6.63 -1.93
H 7.43 6.11 -3.60
Cl 5.23 0.39 1.71
C 5.89 1.84 0.90
C 7.32 1.63 0.44
Cl 8.46 1.52 1.81
H 5.81 2.68 1.60
H 5.25 2.04 0.04
H 7.64 2.49 -0.16
H 7.43 0.73 -0.17
Cl -2.59 -7.23 -1.75
C -1.66 -7.85 -3.14
C -0.32 -7.17 -3.28
Cl -0.48 -5.46 -3.77
H -2.28 -7.73 -4.04
H -1.52 -8.92 -2.96
H 0.28 -7.67 -4.05
H 0.25 -7.19 -2.34
Cl -6.25 7.59 4.15
C -5.45 6.24 3.33
C -5.48 4.96 4.16
Cl -4.44 5.08 5.60
H -4.43 6.54 3.09
H -5.99 6.08 2.39
H -5.10 4.12 3.56
H -6.49 4.72 4.49
Cl -1.07 -7.65 -6.49
C -0.28 -9.01 -7.32
C -0.30 -10.28 -6.49
Cl 0.74 -10.16 -5.04
H 0.75 -8.70 -7.56
H -0.81 -9.17 -8.26
H 0.07 -11.12 -7.08
H -1.31 -10.53 -6.15
Cl 1.00 -9.22 -1.57
C 2.66 -9.69 -1.12
C 3.22 -10.75 -2.05
Cl 2.40 -12.32 -1.84
H 2.65 -10.03 -0.08
H 3.27 -8.78 -1.18
H 4.28 -10.92 -1.83
H 3.13 -10.46 -3.10
Cl -6.51 11.75 6.09
C -5.58 11.12 4.70
C -4.23 11.81 4.56
Cl -4.39 13.52 4.07
H -6.19 11.25 3.80
H -5.44 10.05 4.87
H -3.64 11.31 3.79
H -3.66 11.78 5.50
```

Output
Structure (SMILES): CCCCN[C@]1(P(N)O)OS(=O)(=O)[C@H](CCOCC)C[C@@]1(CCCCl)P(C)CC.ClCCCl.ClCCCl.ClCCCl.ClCCCl.ClCCCl.ClCCCl.ClCCCl.ClCCCl
Largest force on an atom, hartree/bohr: 0.162
LUMO level, eV: 0.215
Gap between HOMO and LUMO, eV: 8.04
Total charge: 0

Löwdin atomic charge list, values in e, 99 entries:
1. C -0.192
2. C -0.267
3. C -0.194
4. C -0.207
5. N -0.049
6. C -0.564
7. P 0.985
8. N -0.174
9. O -0.345
10. O -0.251
11. S 0.844
12. O -0.383
13. O -0.400
14. C -0.282
15. C -0.124
16. C -0.176
17. O -0.228
18. C -0.263
19. C -0.098
20. C -0.221
21. C -0.478
22. C -0.191
23. C -0.233
24. C -0.477
25. Cl 0.447
26. P 0.956
27. C -0.315
28. C -0.433
29. C -0.182
30. H -0.003
31. H 0.058
32. H 0.075
33. H 0.076
34. H 0.108
35. H 0.083
36. H 0.119
37. H 0.136
38. H 0.109
39. H 0.082
40. H 0.040
41. H 0.019
42. H 0.055
43. H 0.133
44. H 0.131
45. H 0.113
46. H 0.142
47. H 0.128
48. H 0.128
49. H 0.120
50. H 0.079
51. H 0.087
52. H 0.084
53. H 0.104
54. H 0.105
55. H 0.106
56. H 0.117
57. H 0.103
58. H 0.130
59. H 0.096
60. H 0.090
61. H 0.046
62. H 0.054
63. H 0.021
64. H 0.075
65. H 0.061
66. H 0.069
67. H 0.065
68. H 0.073
69. Cl 0.531
70. C -0.677
71. C -0.715
72. Cl 0.535
73. H 0.071
74. H 0.018
75. H 0.023
76. H -0.014
77. Cl 0.588
78. C -0.643
79. C -0.636
80. Cl 0.575
81. H 0.072
82. H 0.075
83. H 0.074
84. H 0.077
85. Cl 0.542
86. C -0.666
87. C -0.667
88. Cl 0.537
89. H 0.072
90. H 0.034
91. H 0.061
92. H 0.071
93. Cl 0.604
94. C -0.680
95. C -0.767
96. Cl 0.545
97. H 0.035
98. H 0.049
99. H -0.009